# 1
ORCA calculation (the ωB97M-V functional and the def2-TZVPD basis) on a single C20H19F3N2O3 molecule in a non-equilibrium geometry.

Geometry as ORCA input:
```
! RIJCOSX wB97M-V def2-TZVPD def2/J DEFGRID3
* xyz 0 1
C -4.86529 -0.52409 -1.31670
O -3.76849 -1.06790 -2.08154
C -2.46874 -0.72678 -1.77705
C -2.05367 -0.20186 -0.53467
C -0.74845 0.18713 -0.29921
N -0.42853 0.91610 0.85893
C -1.45629 1.23929 1.85912
C 0.85626 1.48497 1.02732
C 1.20774 2.61969 0.27516
C 2.40145 3.26946 0.54348
N 3.20730 2.83347 1.48228
C 2.91399 1.75085 2.23047
C 3.86564 1.28649 3.12645
C 3.66275 0.13932 3.89125
C 2.44224 -0.58805 3.75086
C 2.15657 -1.83893 4.52127
F 2.05277 -2.87962 3.62450
F 0.97898 -1.72021 5.22707
F 3.16264 -2.07432 5.37509
C 1.48783 -0.12033 2.79925
C 1.70974 1.02697 2.04226
C 0.20766 -0.02656 -1.27395
C -0.13937 -0.56432 -2.49865
O 0.89110 -0.85732 -3.33571
C 1.05611 -0.06876 -4.51631
C -1.46306 -0.92387 -2.76653
O -1.73480 -1.50364 -4.00431
C -2.26833 -2.83480 -3.95115
H -4.84321 -0.80248 -0.25937
H -4.76950 0.57989 -1.31761
H -5.85148 -0.80468 -1.74690
H -2.78926 -0.12721 0.25654
H -2.28598 1.75903 1.38862
H -1.77789 0.31605 2.33049
H -1.05026 1.89072 2.63341
H 0.58970 3.03866 -0.51969
H 2.64699 4.10940 -0.08578
H 4.78375 1.82475 3.27897
H 4.46136 -0.17924 4.58665
H 0.59476 -0.72513 2.64132
H 1.29718 0.11399 -1.07451
H 2.13029 0.18071 -4.63749
H 0.73821 -0.66715 -5.35945
H 0.52564 0.86824 -4.56653
H -3.31660 -2.85338 -4.18168
H -1.76917 -3.49110 -4.68899
H -2.18029 -3.26346 -2.95698
*
```

Summary:
**E_HOMO**: -0.278 Eh
**SMILES string**: COc1cc(N(C)c2ccnc3ccc(C(F)(F)F)cc23)cc(OC)c1OC
**LUMO energy**: -0.414 eV
**ΔE to the lowest compared entry with this formula, charge and spin**: 300.72 kJ/mol

---

# 2
ORCA calculation (the ωB97M-V functional and the def2-TZVPD basis) on a molecular structure, C6H8FO2 in a non-equilibrium geometry.

Geometry as ORCA input:
```
! RIJCOSX wB97M-V def2-TZVPD def2/J DEFGRID3
* xyz -1 1
C 1.49731 0.71537 1.45046
C 0.86886 -0.10029 0.68158
C -1.97980 -0.35839 0.04282
C 1.00907 -1.53599 0.34216
C -0.44169 0.87814 -1.65520
C -0.80837 0.65929 -0.16314
O -2.76724 -0.21939 1.01807
O -1.97921 -1.24194 -0.79930
F -0.86832 1.88836 0.44263
H 1.17882 1.72938 1.59014
H 2.46545 0.57678 1.99032
H -0.03225 -1.70672 0.05475
H 1.29637 -2.12597 1.22699
H 1.92223 -1.82707 -0.33921
H -1.06961 0.17472 -2.28165
H 0.58522 0.65518 -1.78666
H -0.87683 1.83855 -1.81477
*
```

Summary:
**E_HOMO**: -0.160 Eh
**LUMO energy**: 3.831 eV
**ΔE to the lowest compared entry with this formula, charge and spin**: 38.14 kJ/mol

---

# 3
ORCA calculation (the ωB97M-V functional and the def2-TZVPD basis) on 2 unconnected molecules or ions with the total composition CBrNO3 in a non-equilibrium geometry.

Geometry as ORCA input:
```
! RIJCOSX wB97M-V def2-TZVPD def2/J DEFGRID3
* xyz 0 1
O -1.75421 -1.32179 1.26723
C -1.71828 -1.63354 0.17406
O -1.49133 -1.93027 -0.91229
O 1.94601 2.67259 -0.72542
N 2.20979 1.77697 -0.03087
Br 0.80802 0.43604 0.22730
*
```

Summary:
**E_HOMO**: -0.382 Eh
**SMILES string**: O=C=O.O=NBr
**LUMO energy**: -1.179 eV
**ΔE to the lowest compared entry with this formula, charge and spin**: 10.96 kJ/mol

---

# 4
ORCA calculation (the ωB97M-V functional and the def2-TZVPD basis) on 2 unconnected molecules or ions with the total composition CBrCl2NO2 in a non-equilibrium geometry.

Geometry as ORCA input:
```
! RIJCOSX wB97M-V def2-TZVPD def2/J DEFGRID3
* xyz 0 3
C 0.76760 -0.51401 0.58470
N -0.95866 0.72086 -0.94487
O -0.95141 0.56894 -2.11075
O -1.43654 1.43805 -0.14030
Cl 2.42212 -0.54707 0.19166
Cl -0.04279 -2.03531 0.28113
Br 0.19968 0.36855 2.13843
*
```

Summary:
**E_HOMO (alpha / beta)**: -0.315 / -0.404 Eh
**LUMO energy (alpha / beta)**: 0.326 / -1.952 eV
**ΔE to the lowest compared entry with this formula, charge and spin**: 8.64 kJ/mol

---

# 5
ORCA calculation (the ωB97M-V functional and the def2-TZVPD basis) on a molecular structure, C3FFeO3 in a non-equilibrium geometry.

Geometry as ORCA input:
```
! RIJCOSX wB97M-V def2-TZVPD def2/J DEFGRID3
* xyz -1 5
C 2.03704 -0.14094 -0.23992
C 0.84373 -0.46504 -0.61388
O -0.30859 -0.46398 -0.95788
F 3.06179 -0.99427 0.06705
Fe 2.41750 2.13385 -0.15315
O -2.02019 -0.24764 1.55290
C -2.61126 -0.04602 0.56943
O -3.42003 0.22404 -0.22454
*
```

Summary:
**E_HOMO (alpha / beta)**: -0.062 / -0.074 Eh
**LUMO energy (alpha / beta)**: 3.131 / 3.098 eV

---

# 6
ORCA calculation (the ωB97M-V functional and the def2-TZVPD basis) on 2 unconnected molecules or ions with the total composition C3H6O4 in a non-equilibrium geometry.

Geometry as ORCA input:
```
! RIJCOSX wB97M-V def2-TZVPD def2/J DEFGRID3
* xyz 0 1
C -0.76573 0.16526 0.25073
C 0.71404 0.18509 0.01882
C 1.03681 1.09758 -1.05926
O 1.13828 -1.02656 -0.43873
O -1.58671 -0.16484 -0.70184
O 0.26765 -2.03091 0.80253
O -1.33466 0.63478 1.33541
H -0.67553 0.72146 2.04205
H -2.50745 -0.03814 -0.42243
H 0.11243 -2.75232 0.17989
H 1.17998 0.47610 0.97635
H 1.88136 1.76270 -0.97582
H 0.53955 0.96981 -2.00769
*
```

Summary:
**E_HOMO (alpha / beta)**: -0.264 / -0.291 Eh
**LUMO energy (alpha / beta)**: -0.135 / 0.106 eV
**ΔE to the lowest compared entry with this formula, charge and spin**: 667.00 kJ/mol

---

# 7
ORCA calculation (the ωB97M-V functional and the def2-TZVPD basis) on 2 unconnected molecules or ions with the total composition C9H14 in a non-equilibrium geometry.

Geometry as ORCA input:
```
! RIJCOSX wB97M-V def2-TZVPD def2/J DEFGRID3
* xyz 0 1
C -0.34266 0.38434 2.77502
C -0.99236 -0.24200 1.58011
C -0.77298 -1.57090 1.26740
C -1.21567 -2.10066 0.04517
C -1.88172 -1.24107 -0.77770
C -2.18963 0.07000 -0.45137
C -1.75846 0.52871 0.78262
H -0.71004 0.61270 3.72043
H -0.02660 1.41258 2.63074
H 0.62375 -0.11646 2.79838
H -0.04377 -2.10694 1.93153
H -0.82612 -2.98629 -0.01512
H -2.22638 -1.85336 -1.66468
H -2.81242 0.67956 -1.15428
H -2.09655 1.56275 1.06827
C 2.66821 0.81192 -2.42302
C 1.63231 0.98659 -1.14787
H 2.73165 1.69333 -3.11729
H 3.73558 0.46470 -2.23059
H 2.35935 -0.03332 -2.85770
H 1.76553 0.01946 -0.67801
H 0.59336 1.20790 -1.56194
H 1.78564 1.81645 -0.52008
*
```

Summary:
**E_HOMO**: -0.336 Eh
**SMILES string**: Cc1ccccc1.CC
**LUMO energy**: 0.975 eV
**ΔE to the lowest compared entry with this formula, charge and spin**: 234.53 kJ/mol

---

# 8
ORCA calculation (the ωB97M-V functional and the def2-TZVPD basis) on a molecular structure, C3H3BeO4 in a non-equilibrium geometry.

Geometry as ORCA input:
```
! RIJCOSX wB97M-V def2-TZVPD def2/J DEFGRID3
* xyz 2 2
C -1.04291 -2.24631 -0.70493
C -1.78890 -1.54949 0.29994
H -1.79932 -0.47833 0.52011
Be -1.19392 -3.81891 -0.46004
O -0.92964 -1.43876 -1.66284
O -2.37974 -2.39724 1.27850
C -2.74572 -2.08807 2.46421
O -2.41898 -1.03173 3.10322
O -3.43093 -2.98383 3.06068
H -1.84928 -0.39468 2.64100
H -3.64496 -2.75830 3.98249
*
```

Summary:
**E_HOMO (alpha / beta)**: -0.704 / -0.700 Eh
**LUMO energy (alpha / beta)**: -11.989 / -11.871 eV
**ΔE to the lowest compared entry with this formula, charge and spin**: 16.42 kJ/mol